17
Properties=species:S:1:pos:R:3 method="wB97M-V/def2-TZVPD" de_lowest_ev=3.4858 homo_lumo_gap_ev="7.3510 / 7.3654" homo_energy_ev="-7.88 / -7.89" smiles="[H]/N=C(/C)CC.N=S" total_energy_ev=-18122.0988 total_charge=0
H -0.536 0.016 2.009
N -0.439 -0.721 1.309
C 0.458 -0.538 0.446
C 0.553 -1.456 -0.714
C 1.295 0.703 0.460
C 0.511 1.963 0.010
H -0.411 -1.178 -1.350
H 1.402 -1.338 -1.299
H 0.526 -2.450 -0.553
H 1.643 1.106 1.469
H 2.058 0.664 -0.183
H 1.015 2.881 0.063
H -0.461 2.099 0.488
H 0.092 2.052 -1.093
N -2.713 -1.469 -0.072
S -3.050 -1.068 -1.557
H -1.941 -1.266 0.567

=====

61
Properties=species:S:1:pos:R:3 method="wB97M-V/def2-TZVPD" de_lowest_ev=0.0000 homo_lumo_gap_ev=4.9213 homo_energy_ev=-0.88 total_energy_ev=-127421.1570 total_charge=-2
Cu 0.426 -0.111 -0.110
C -1.533 0.612 3.539
C -0.692 -0.311 2.686
N 0.405 0.079 2.144
N 0.804 1.370 2.481
C 1.647 1.888 1.659
S 2.266 1.303 0.163
S 2.261 3.518 2.082
C 1.183 3.983 3.463
C -0.074 4.708 3.054
C -0.446 5.882 3.698
C -1.611 6.557 3.348
C -2.420 6.059 2.339
C -2.055 4.886 1.685
C -0.894 4.216 2.035
C -1.149 -1.698 2.481
C -1.934 -2.279 3.482
C -2.402 -3.580 3.436
C -2.093 -4.348 2.308
C -1.341 -3.816 1.291
C -0.811 -2.480 1.312
O -0.119 -2.082 0.325
H -1.465 1.624 3.147
H -2.575 0.296 3.536
H -1.173 0.632 4.573
H 0.935 3.046 3.965
H 1.769 4.606 4.140
H 0.187 6.278 4.486
H -1.881 7.473 3.862
H -3.330 6.577 2.059
H -2.679 4.483 0.897
H -0.629 3.299 1.519
H -2.172 -1.683 4.357
H -2.995 -3.983 4.249
H -2.453 -5.370 2.229
H -1.104 -4.399 0.408
O -3.882 1.927 -3.204
C -4.369 2.232 -1.993
C -5.623 2.848 -1.923
C -6.178 3.177 -0.699
C -5.495 2.898 0.480
C -4.250 2.293 0.410
C -3.664 1.957 -0.806
C -2.294 1.322 -0.773
O -1.706 1.212 0.309
N -1.861 0.934 -1.984
N -0.639 0.309 -1.943
C -0.135 0.020 -3.066
S 1.459 -0.723 -3.166
C 1.194 -1.315 -4.855
C 0.473 -0.218 -5.620
S -0.933 0.341 -4.622
H -2.993 1.474 -3.023
H -6.140 3.052 -2.853
H -7.152 3.652 -0.666
H -5.926 3.152 1.440
H -3.678 2.063 1.301
H 0.599 -2.230 -4.841
H 2.169 -1.530 -5.295
H 0.081 -0.585 -6.570
H 1.147 0.618 -5.810

=====

8
Properties=species:S:1:pos:R:3 method="wB97M-V/def2-TZVPD" de_lowest_ev=5.7099 homo_lumo_gap_ev=8.5916 homo_energy_ev=-4.37 total_energy_ev=-9735.9429 total_charge=-1
C -1.336 0.361 0.109
C 0.210 0.080 -0.187
N 0.926 -0.966 0.435
O -1.963 0.863 -0.812
O -1.654 -0.025 1.228
O 0.646 -0.937 -0.975
H 1.264 1.332 -0.377
H 1.908 -0.707 0.579

=====

14
Properties=species:S:1:pos:R:3 method="wB97M-V/def2-TZVPD" de_lowest_ev=4.3314 homo_lumo_gap_ev=9.0557 homo_energy_ev=-8.13 total_energy_ev=-8831.8714 total_charge=0
C -1.483 -0.485 0.298
C -0.701 0.395 -0.648
C 0.458 1.214 -0.130
O 1.709 0.493 -0.099
C 1.662 -0.701 0.540
N 0.689 -1.510 0.530
C -0.440 -1.416 -0.253
H -1.388 -0.232 1.354
H -2.513 -0.681 0.002
H -1.261 0.815 -1.482
H 0.264 1.581 0.883
H 0.651 2.068 -0.781
H 2.578 -0.919 1.085
H -0.224 -0.621 -1.299

=====

9
Properties=species:S:1:pos:R:3 method="wB97M-V/def2-TZVPD" de_lowest_ev=1.3583 homo_lumo_gap_ev=6.4936 homo_energy_ev=-7.47 total_energy_ev=-21749.8669 total_charge=0
C 1.304 -0.225 -0.134
C -0.125 -0.394 0.385
C -1.375 0.326 -0.011
P 2.994 -0.691 0.331
P 2.507 0.829 -0.884
H -0.275 -1.401 0.792
H -1.588 -0.089 -0.956
H -1.181 1.505 -0.110
H -2.262 0.141 0.585

=====

11
Properties=species:S:1:pos:R:3 method="wB97M-V/def2-TZVPD" de_lowest_ev=0.0799 homo_lumo_gap_ev=11.1156 homo_energy_ev=-10.43 smiles="CC(=O)NC=O" total_energy_ev=-8777.6148 total_charge=0
C 0.648 -0.393 -1.276
C 0.936 -0.198 0.186
O 2.030 -0.354 0.682
N -0.140 0.108 1.042
C -1.414 0.554 0.758
O -1.881 0.752 -0.340
H 1.584 -0.291 -1.825
H -0.121 0.279 -1.653
H 0.280 -1.416 -1.407
H 0.129 0.084 2.018
H -1.993 0.725 1.684

=====

10
Properties=species:S:1:pos:R:3 method="wB97M-V/def2-TZVPD" de_lowest_ev=0.7900 homo_lumo_gap_ev="8.5367 / 8.5362" homo_energy_ev="-8.84 / -8.84" total_energy_ev=-15328.2160 total_charge=0
N -1.365 -1.205 -0.821
N -1.410 -0.139 -0.179
N 0.819 -1.147 0.680
N 0.764 1.695 -0.081
P -0.262 0.061 1.051
H -2.112 -1.227 -1.529
H 0.774 -1.456 -0.287
H 1.764 -1.047 1.013
H -0.019 2.164 -0.532
H 1.046 2.301 0.686